Entry 1:
{
  "formula": "C45H88N6O27",
  "method": "the ωB97M-V functional and the def2-TZVPD basis",
  "energy_ha": -4127.1549,
  "max_force_ev_per_a": 4.9,
  "lumo_ev": -0.0055,
  "orbital_gap_ev": 9.683,
  "e_homo_ev": -9.689,
  "elements": ["C", "O", "C", "C", "O", "C", "C", "O", "C", "H", "H", "H", "H", "H", "H", "H", "H", "H", "H", "H", "H", "H", "H", "C", "O", "C", "C", "O", "C", "C", "O", "C", "H", "H", "H", "H", "H", "H", "H", "H", "H", "H", "H", "H", "H", "H", "C", "O", "C", "O", "O", "C", "H", "H", "H", "H", "H", "H", "C", "O", "C", "O", "O", "C", "H", "H", "H", "H", "H", "H", "C", "O", "C", "O", "O", "C", "H", "H", "H", "H", "H", "H", "C", "O", "C", "O", "O", "C", "H", "H", "H", "H", "H", "H", "C", "O", "C", "O", "O", "C", "H", "H", "H", "H", "H", "H", "C", "O", "C", "O", "O", "C", "H", "H", "H", "H", "H", "H", "C", "O", "C", "O", "O", "C", "H", "H", "H", "H", "H", "H", "C", "C", "N", "H", "H", "H", "C", "C", "N", "H", "H", "H", "C", "C", "N", "H", "H", "H", "C", "C", "N", "H", "H", "H", "C", "C", "N", "H", "H", "H", "C", "C", "N", "H", "H", "H"],
  "coordinates": [[-2.4319, 0.4377, -6.8985], [-1.5475, 1.1610, -6.0790], [-1.7318, 0.8084, -4.7281], [-1.2200, -0.5345, -4.2824], [-2.1214, -1.5914, -4.6358], [-1.6127, -2.9137, -4.3664], [-1.5695, -3.3381, -2.8487], [-0.5979, -2.6401, -2.1451], [-0.0373, -3.1775, -0.9716], [-2.1146, 0.6070, -7.9275], [-3.3891, 0.9373, -6.7496], [-2.4463, -0.6478, -6.7996], [-2.7050, 0.9876, -4.2710], [-1.1035, 1.4469, -4.1072], [-1.2283, -0.5731, -3.1931], [-0.2098, -0.6104, -4.6848], [-0.5939, -2.9991, -4.7444], [-2.2508, -3.5734, -4.9544], [-1.2573, -4.3780, -2.7517], [-2.5497, -3.2144, -2.3883], [0.4890, -4.1266, -1.0728], [-0.7461, -3.3992, -0.1737], [0.6396, -2.4616, -0.5052], [-5.3026, 5.4180, 2.3892], [-5.4098, 5.0420, 1.0107], [-5.9659, 3.7760, 0.7494], [-5.1409, 2.5058, 1.2049], [-5.1501, 2.2760, 2.6270], [-4.4220, 1.1469, 3.0523], [-4.4437, 0.9541, 4.5847], [-3.2801, 0.2627, 5.0504], [-3.2861, 0.1588, 6.4782], [-4.5376, 4.8756, 2.9447], [-6.2148, 5.4220, 2.9858], [-4.8858, 6.4250, 2.4111], [-6.1955, 3.5585, -0.2937], [-6.9969, 3.8320, 1.0988], [-4.1558, 2.4975, 0.7384], [-5.4442, 1.5470, 0.7844], [-3.3936, 1.2935, 2.7222], [-4.8282, 0.2460, 2.5923], [-5.3314, 0.3735, 4.8357], [-4.5444, 1.9167, 5.0861], [-2.2927, -0.2494, 6.6641], [-4.0045, -0.5712, 6.8514], [-3.4520, 1.1063, 6.9908], [-3.2384, -0.8181, -0.1785], [-3.3165, -1.1236, 1.1758], [-3.6110, -2.2615, 1.6849], [-3.8820, -3.3442, 1.1052], [-3.6465, -2.0865, 3.0086], [-4.0373, -3.0960, 3.9214], [-2.7885, 0.1693, -0.2816], [-4.2527, -0.8252, -0.5775], [-2.6687, -1.6482, -0.5963], [-4.7421, -2.7103, 4.6579], [-3.3472, -3.5577, 4.6276], [-4.5894, -3.9374, 3.5027], [-0.2892, 0.3063, 2.9708], [-0.4478, 0.6249, 1.5678], [0.5934, 0.6465, 0.7292], [1.7225, 0.2081, 0.9099], [0.1087, 1.0476, -0.4822], [0.7598, 0.6865, -1.7554], [-1.3100, 0.3118, 3.3528], [0.3189, 1.0281, 3.5161], [0.1241, -0.6995, 3.0458], [1.8005, 0.8907, -1.5039], [0.4917, 1.3147, -2.6049], [0.6000, -0.3501, -2.0520], [-0.0228, 7.2250, -8.5385], [-0.0758, 5.8059, -8.1809], [0.8759, 5.3334, -7.4355], [1.8570, 5.9796, -7.0057], [0.5415, 4.1182, -7.1412], [1.2003, 3.4818, -6.0422], [-0.2242, 7.8831, -7.6931], [-0.6748, 7.5363, -9.3546], [0.9513, 7.3674, -9.0063], [0.5471, 2.8478, -5.4426], [1.6432, 4.2373, -5.3932], [2.0436, 2.8532, -6.3282], [4.8988, -1.3881, -8.0801], [3.8773, -1.5141, -7.0495], [3.3482, -0.3999, -6.4952], [3.5844, 0.7504, -6.9262], [2.4710, -0.6466, -5.4763], [2.2721, -1.8850, -4.8807], [5.6227, -0.6094, -7.8400], [4.3850, -1.2547, -9.0321], [5.4747, -2.3127, -8.0409], [1.8499, -2.6078, -5.5789], [1.6545, -1.7274, -3.9965], [3.2605, -2.2473, -4.5980], [3.9690, -5.5901, 4.3650], [4.5105, -4.6890, 3.3748], [4.1184, -3.4537, 3.1914], [3.1732, -2.9503, 3.6833], [4.8649, -2.8749, 2.2086], [4.4471, -1.6060, 1.8394], [4.3695, -6.6021, 4.3053], [2.8843, -5.5196, 4.2839], [4.3673, -5.1048, 5.2560], [4.5731, -0.9096, 2.6685], [3.3986, -1.5214, 1.5539], [5.0406, -1.2528, 0.9961], [3.2752, 2.5532, 6.1727], [3.1965, 1.2705, 6.7307], [2.7676, 0.2779, 5.9731], [2.6947, 0.2678, 4.7755], [2.5933, -0.8075, 6.7929], [2.1377, -2.0560, 6.3281], [2.2381, 2.8334, 5.9883], [3.8392, 2.4290, 5.2483], [3.7478, 3.3304, 6.7733], [1.4591, -1.9907, 5.4775], [1.5853, -2.6002, 7.0941], [3.0358, -2.5499, 5.9573], [0.2422, -8.4918, 5.7840], [0.0564, -7.2462, 5.2294], [0.2233, -6.0896, 5.9725], [0.5115, -6.0371, 7.1644], [0.0055, -4.9663, 5.2128], [-0.4884, -4.9913, 3.8653], [0.1224, -9.2738, 5.0342], [-0.5477, -8.7072, 6.5036], [1.1748, -8.6795, 6.3163], [-0.5947, -4.0175, 3.3873], [-1.4786, -5.4340, 3.7581], [0.1828, -5.6046, 3.2640], [4.8195, 0.3273, -2.1142], [4.2557, 1.4730, -2.8053], [3.8096, 2.3576, -3.3934], [4.6536, -0.5429, -2.7493], [4.3823, 0.0305, -1.1609], [5.8250, 0.7104, -1.9402], [-1.1962, 3.8383, 3.4263], [-0.5923, 3.8863, 4.7436], [-0.0526, 3.8938, 5.7351], [-1.9339, 4.6258, 3.2719], [-1.7970, 2.9356, 3.3154], [-0.4308, 3.7831, 2.6523], [-2.4508, 4.3530, -6.3683], [-1.9407, 4.4174, -4.9552], [-1.5367, 4.4755, -3.8657], [-1.9264, 3.5084, -6.8151], [-2.1920, 5.2458, -6.9377], [-3.5312, 4.2230, -6.4313], [-0.1887, 4.2080, -0.6713], [-0.4669, 5.2668, 0.3531], [-0.7652, 6.1202, 1.0766], [0.6035, 3.5460, -0.3217], [-0.0342, 4.6434, -1.6586], [-1.0833, 3.6219, -0.8817], [3.1948, -4.7982, 0.1259], [3.4350, -3.7884, -0.9222], [3.6157, -3.0035, -1.7465], [2.3645, -5.3484, -0.3167], [2.9348, -4.3913, 1.1031], [4.1480, -5.3015, 0.2878], [3.9065, 2.0510, 1.8564], [3.0236, 3.2526, 1.7849], [2.3384, 4.1790, 1.7588], [3.4316, 1.3511, 2.5439], [4.9293, 2.3024, 2.1373], [4.0527, 1.5808, 0.8840]],
  "forces_ev_per_a": [[-0.200, 0.740, -1.223], [0.384, -0.775, 1.023], [0.863, 0.325, 1.390], [-1.091, -0.443, 0.148], [0.646, -0.928, -0.196], [0.065, 0.662, 0.927], [-0.283, -0.598, -0.867], [1.309, 1.626, 0.423], [-0.386, -0.247, 0.801], [-0.026, 0.254, -0.068], [-0.592, -0.673, -0.230], [-0.090, 0.147, 0.676], [-0.714, -0.009, -0.750], [0.213, 0.634, -0.411], [0.536, 0.513, 0.080], [0.139, -0.639, -0.094], [0.176, 0.023, -0.125], [-0.035, -0.177, 0.338], [-0.500, -0.535, -0.553], [-0.233, -0.001, 0.039], [0.219, -0.120, -0.753], [-0.770, 0.132, -0.092], [0.148, 0.216, -0.522], [0.923, 0.418, -0.092], [0.450, -0.218, 0.041], [-0.340, -1.422, 0.921], [-0.526, -0.214, 0.590], [-0.222, 1.083, 0.105], [0.454, -0.022, 0.036], [-0.188, 0.031, -0.401], [-0.880, 0.726, 0.007], [0.784, -0.607, -0.779], [-0.144, -0.701, -0.182], [-0.385, -0.288, -0.404], [-0.355, 0.195, -0.399], [0.897, 0.810, -0.540], [-0.106, -0.704, 0.929], [0.781, 0.932, 0.569], [-1.275, 0.057, -0.516], [0.362, -0.376, -0.004], [0.097, -0.081, -0.207], [-0.193, -0.121, 0.166], [0.138, 0.259, -0.007], [-0.021, 0.246, 0.528], [-0.345, -0.054, -0.163], [0.142, 0.168, -0.144], [-0.326, -1.120, -0.890], [0.534, 1.983, 1.503], [-1.586, -4.535, -0.665], [0.992, 3.027, 1.193], [0.532, 0.002, 0.925], [-1.664, -1.140, 0.829], [0.180, -0.304, 0.065], [0.051, 0.058, -0.306], [0.167, 0.476, -0.801], [-0.200, 0.870, -0.396], [1.350, 0.469, -0.801], [0.237, 0.182, -0.771], [-0.071, -0.361, -0.317], [0.456, 0.881, -0.307], [0.466, -1.772, -1.359], [-1.406, 0.890, 0.152], [-0.996, -0.103, -0.238], [1.528, 0.266, 1.661], [0.118, -0.021, 0.049], [0.141, -0.028, -0.262], [0.177, 0.115, 0.168], [0.258, -0.400, -0.724], [-0.516, 0.435, 0.693], [-0.101, -0.072, 0.519], [1.194, -0.323, -0.522], [-2.167, 2.033, -1.917], [3.344, 2.580, 2.249], [-2.316, -1.673, -1.238], [-0.326, -2.111, 0.601], [1.459, -0.003, 0.954], [0.373, -0.321, 0.129], [-0.741, -1.060, 0.224], [0.267, 0.414, 0.682], [-0.566, 0.306, -0.541], [-0.234, 0.099, -0.001], [-0.141, 0.027, -0.612], [-0.212, 0.011, 0.666], [-0.117, 0.048, 0.915], [0.345, 2.475, -1.523], [-0.877, -3.536, 1.741], [0.726, 2.380, -1.799], [1.142, -1.232, 0.044], [-0.481, 0.358, -0.143], [0.351, 0.145, 0.038], [-0.435, -0.167, -0.141], [-0.284, 0.010, 0.068], [0.024, -0.102, -0.173], [-0.177, -0.419, 0.398], [-0.009, 2.202, 0.520], [1.873, -1.697, -1.489], [0.508, -0.335, -1.549], [-1.625, 0.974, 1.080], [0.286, -2.026, 0.786], [-0.553, 2.070, -0.133], [0.043, 0.353, -0.688], [0.013, -0.328, 0.402], [-0.700, -0.642, 0.701], [0.060, 0.079, 0.062], [-0.103, -0.399, 0.015], [0.204, -0.366, 0.087], [-0.624, 0.343, -1.715], [0.140, -0.822, 1.937], [0.746, -1.699, 0.711], [-0.550, 0.145, -0.408], [-0.349, 2.106, 0.537], [0.220, -0.285, -1.369], [0.203, 0.548, -0.368], [-0.144, 0.537, -0.242], [0.056, -0.767, 0.577], [0.063, 0.366, -0.118], [0.509, 0.253, 0.333], [-0.388, -0.598, 0.254], [-0.480, -1.981, 1.597], [0.304, 2.946, -0.630], [-0.109, -0.348, 0.892], [-0.567, -0.177, -3.051], [-0.011, -0.410, 0.941], [0.000, -1.336, -0.674], [0.165, 0.458, -0.416], [-0.083, 0.147, 0.229], [0.253, 0.554, -0.189], [0.569, 0.358, 0.858], [-0.043, -0.230, 0.525], [0.035, 0.093, -0.125], [0.020, 0.322, -0.089], [-1.341, 0.512, -0.101], [0.244, -0.330, 0.289], [0.830, -0.062, -0.074], [-0.353, 0.605, 0.022], [0.486, -1.111, -0.028], [-0.722, -0.560, -0.281], [-0.974, -0.061, -2.265], [1.114, 0.000, 2.334], [0.551, 0.372, -0.107], [0.102, -0.314, 0.270], [-0.043, 0.483, 0.086], [0.597, -0.120, 0.773], [-0.100, 0.381, 0.505], [-0.619, -0.222, -1.746], [-0.205, 0.007, -0.140], [0.163, 0.003, 0.282], [0.095, -0.132, 0.350], [-0.566, 0.553, 0.467], [-0.405, 0.218, -0.472], [0.400, -0.992, -0.658], [0.032, 0.262, -0.250], [0.633, 0.261, 0.233], [-0.150, -0.100, 0.587], [0.253, 0.733, -0.720], [0.226, 0.819, 0.357], [-0.108, -0.432, 0.348], [0.268, -0.796, 0.582], [-0.289, 0.355, -0.346], [-0.338, -0.608, -0.225], [-0.227, 0.552, -0.227], [0.569, -0.394, -0.128], [0.215, -0.548, 0.001], [0.271, -0.088, 0.014], [-0.228, 0.304, 0.535], [-0.615, 0.064, -0.091]]
}

***

Entry 2:
{
  "formula": "C6H31N2O8",
  "method": "the ωB97M-V functional and the def2-TZVPD basis",
  "energy_ha": -958.3987,
  "max_force_ev_per_a": 1.6,
  "lumo_ev": -2.3411,
  "charge": 1,
  "orbital_gap_ev": 8.162,
  "e_above_lowest_ev": 2.8884,
  "e_homo_ev": -10.503,
  "elements": ["C", "C", "C", "C", "N", "C", "C", "N", "H", "H", "H", "H", "H", "H", "H", "H", "H", "H", "H", "H", "H", "H", "H", "H", "H", "O", "H", "H", "O", "H", "H", "O", "H", "H", "O", "H", "H", "O", "H", "H", "O", "H", "H", "O", "H", "H", "O"],
  "coordinates": [[1.8842, 0.7357, 1.6069], [0.9429, 1.7829, 0.9447], [-0.5230, 1.4950, 1.1252], [-1.1683, 1.0055, 0.0600], [-2.5098, 0.7892, -0.1146], [-3.0965, 0.5883, -1.4375], [-2.6897, -0.7860, -1.9704], [1.4773, -0.6703, 1.4792], [2.0056, 0.9601, 2.6633], [2.8231, 0.9352, 1.1002], [1.3101, 2.7309, 1.3399], [1.2014, 1.7890, -0.1215], [-0.9343, 1.7121, 2.0912], [-0.6387, 0.5963, -0.7938], [-3.1350, 1.0679, 0.6249], [-2.9152, 1.4514, -2.0915], [-4.1630, 0.7610, -1.2791], [-2.6767, -1.5196, -1.1734], [-3.2987, -1.0880, -2.8229], [-1.6912, -0.6330, -2.3830], [0.9943, -0.9480, 0.6184], [0.7334, -0.9262, 2.1486], [2.2795, -1.3016, 1.6814], [-2.5326, 3.0746, 0.2381], [-2.8512, 4.5010, 0.8653], [-3.2174, 3.7031, 0.4812], [0.6880, 2.9454, -2.6421], [0.4935, 3.4577, -1.1870], [1.0618, 2.9338, -1.7579], [1.4973, -1.0743, -3.8853], [2.1973, -2.5217, -3.4918], [1.6886, -1.7532, -3.2386], [-1.0753, -1.1155, -4.3793], [-0.7097, 0.2885, -5.0502], [-0.3839, -0.4857, -4.5880], [1.5946, -2.1106, -1.5029], [1.1744, -3.4911, -1.1422], [1.3851, -2.6554, -0.7108], [1.5114, -2.3187, 4.8345], [0.9716, -3.3917, 3.8308], [1.0871, -2.4492, 3.9822], [-1.7790, -0.3093, 3.3054], [-1.0940, -1.6104, 3.6140], [-0.9157, -0.7330, 3.2543], [4.7156, -1.7799, 1.2737], [4.3073, -1.9727, 2.7234], [3.9735, -1.6597, 1.8769]],
  "forces_ev_per_a": [[-0.130, 1.547, -0.215], [0.532, -1.545, 0.133], [1.093, 0.521, -0.662], [-0.926, -0.555, -0.091], [-0.114, 0.136, 0.538], [-0.773, 0.357, 0.869], [0.112, 1.176, -0.862], [-0.910, -0.936, 0.403], [0.014, -0.250, 0.102], [0.398, -0.692, 0.218], [-0.397, 0.184, 0.088], [-0.251, -0.099, 0.413], [-0.635, 0.205, 0.117], [0.501, 0.672, -0.165], [-0.004, 0.074, -0.100], [0.750, -0.373, -0.259], [-0.169, -0.790, 0.018], [-0.111, -0.131, -0.046], [-0.221, -0.159, 0.185], [0.225, -0.469, 0.226], [0.723, 0.191, -0.447], [0.173, 0.546, 0.402], [-0.251, 0.258, -0.513], [0.410, 0.366, 0.160], [0.394, -0.130, -0.036], [-0.751, -0.205, -0.122], [-0.135, 0.215, -0.005], [-0.178, 0.125, -0.213], [0.258, -0.095, -0.224], [0.045, -0.328, -0.725], [0.166, 0.371, -0.997], [-0.142, -0.148, 1.575], [-0.334, 0.242, -0.262], [-0.512, -0.238, -0.062], [0.947, 0.125, 0.180], [-0.193, 0.026, 0.309], [-0.169, -0.113, 0.382], [0.187, 0.234, -0.437], [-0.069, -0.267, 0.082], [0.218, -0.091, 0.290], [-0.030, 0.154, -0.390], [0.058, 0.248, -0.202], [0.378, -0.005, 0.110], [-0.432, -0.212, 0.111], [-0.133, 0.026, -0.142], [-0.063, -0.012, 0.099], [0.452, -0.154, 0.165]]
}